1.
{
  "formula": "C14H34ClN4O6PS",
  "method": "ωB97M-V/def2-TZVPD",
  "orbital_gap_ev": 8.40,
  "energy_ev": -65957.453,
  "lumo_ha": -0.00682,
  "symbols": ["C", "C", "C", "C", "N", "C", "S", "C", "N", "O", "O", "C", "C", "C", "C", "O", "N", "O", "P", "O", "Cl", "H", "H", "H", "H", "H", "H", "H", "H", "H", "H", "H", "H", "H", "H", "H", "H", "H", "H", "H", "H", "H", "H", "H", "C", "C", "C", "O", "C", "N", "H", "H", "H", "H", "H", "H", "H", "H", "H", "H", "H"],
  "coordinates": [[7.806, -3.026, -0.414], [6.973, -1.710, -0.301], [5.712, -1.695, -1.222], [4.442, -1.693, -0.314], [3.197, -1.600, -1.084], [2.255, -0.625, -0.554], [1.646, 0.388, -2.012], [0.965, -1.363, 0.118], [1.457, -2.653, 0.593], [0.574, -0.562, 1.198], [-0.005, -1.491, -0.903], [-1.304, -1.687, -0.423], [-2.093, -2.407, -1.609], [-2.817, -3.718, -1.185], [-4.141, -3.478, -0.370], [-1.396, -2.559, 0.710], [-1.881, -1.924, 1.820], [-1.493, -2.454, 2.788], [-2.215, -0.020, -0.104], [-3.837, -0.367, 0.160], [-2.155, 0.956, -1.956], [8.315, -3.084, -1.393], [7.172, -3.911, -0.253], [8.589, -2.965, 0.365], [6.623, -1.623, 0.747], [7.630, -0.841, -0.469], [5.715, -2.607, -1.845], [5.695, -0.822, -1.902], [4.441, -2.677, 0.199], [4.548, -0.903, 0.451], [3.363, -1.424, -2.062], [2.692, 0.126, 0.125], [1.405, -0.549, -2.990], [1.298, -2.626, 1.598], [0.901, -3.400, 0.197], [0.701, 0.357, 0.950], [-2.877, -1.727, -1.992], [-1.378, -2.638, -2.417], [-3.158, -4.194, -2.127], [-2.162, -4.462, -0.705], [-4.647, -2.600, -0.806], [-4.804, -4.332, -0.601], [-3.968, -3.381, 0.708], [-3.973, -0.141, 1.081], [-4.712, 4.680, 1.539], [-3.544, 3.881, 0.968], [-2.165, 4.391, 1.424], [-1.730, 5.574, 0.775], [-2.260, 6.774, 1.308], [-3.657, 3.852, -0.493], [-4.845, 5.638, 1.037], [-5.643, 4.125, 1.416], [-4.575, 4.869, 2.606], [-3.644, 2.855, 1.336], [-1.424, 3.629, 1.167], [-2.124, 4.514, 2.514], [-2.397, 6.715, 2.392], [-3.206, 7.026, 0.823], [-1.554, 7.576, 1.091], [-2.932, 3.242, -0.861], [-3.396, 4.773, -0.836]],
  "atomic_forces_ev_per_a": [[0.1, 1.0, 0.2], [-0.1, -0.5, -0.1], [-0.1, 0.2, 0.6], [0.7, -1.1, -0.8], [0.1, 1.0, 0.8], [-1.5, -1.1, -2.5], [0.4, 0.6, 0.0], [3.2, 0.7, -0.5], [-1.0, 0.9, 0.7], [-0.5, -0.7, 0.0], [-0.4, -0.4, 1.7], [-2.9, -0.9, -2.9], [0.1, -0.5, 0.7], [-0.9, 0.2, -0.4], [0.5, -0.5, -1.1], [0.9, 0.2, -0.8], [0.4, 0.3, 1.0], [-0.5, 0.0, 0.1], [0.3, 1.6, 1.7], [1.4, -0.4, -1.3], [-0.3, -1.1, 0.3], [-0.3, -0.1, 0.4], [0.3, 0.3, -0.1], [-0.3, -0.4, -0.4], [0.2, 0.0, -0.4], [-0.3, -0.3, -0.1], [-0.1, 0.4, 0.1], [0.0, -0.3, 0.3], [0.0, 0.6, 0.2], [-0.2, -0.2, -0.4], [0.3, 0.2, 0.1], [-0.1, -0.4, 0.0], [0.1, 0.2, 1.1], [0.0, -0.4, -0.1], [0.1, 0.0, 0.1], [-0.1, 0.3, -0.1], [0.5, -0.3, 0.0], [-0.2, 0.3, 0.3], [0.3, 0.2, 0.3], [-0.1, 0.5, -0.1], [0.2, -0.2, 0.6], [0.3, 0.3, 0.6], [-0.3, 0.1, -0.3], [-0.2, 0.1, 0.3], [-0.2, -0.1, 0.2], [0.0, 0.4, -0.1], [0.1, -0.3, -0.1], [-0.1, 0.0, 0.3], [0.1, 0.1, -0.3], [0.2, -0.1, 0.1], [0.1, 0.0, 0.0], [0.0, 0.0, -0.1], [0.0, 0.0, 0.0], [0.1, 0.0, 0.0], [0.0, 0.0, -0.1], [-0.1, 0.1, 0.0], [-0.1, 0.0, 0.0], [-0.1, 0.1, 0.2], [0.0, -0.1, 0.0], [-0.1, -0.1, -0.1], [-0.1, 0.0, 0.0]],
  "lowdin_charge": [-0.12, -0.26, -0.19, -0.24, -0.10, -0.52, 0.74, -0.60, 0.15, 0.00, -0.11, -0.60, -0.14, -0.23, -0.10, -0.09, -0.06, 0.10, 0.67, -0.33, 0.27, 0.07, 0.07, 0.07, 0.10, 0.10, 0.11, 0.11, 0.12, 0.11, 0.06, 0.11, -0.10, 0.09, 0.09, 0.09, 0.07, 0.12, 0.11, 0.11, 0.06, 0.07, 0.06, 0.03, -0.07, -0.44, -0.21, -0.19, -0.11, 0.04, 0.06, 0.08, 0.08, 0.12, 0.12, 0.12, 0.09, 0.07, 0.09, 0.00, 0.07]
}



2.
{
  "formula": "C14H34N2PS2",
  "method": "ωB97M-V/def2-TZVPD",
  "orbital_gap_ev": 4.95,
  "charge": -1,
  "energy_ev": -48999.241,
  "lumo_ha": 0.06883,
  "symbols": ["C", "C", "C", "C", "N", "C", "C", "C", "C", "P", "C", "N", "C", "C", "S", "S", "C", "C", "C", "H", "H", "H", "H", "H", "H", "H", "H", "H", "H", "H", "H", "H", "H", "H", "H", "H", "H", "H", "H", "H", "H", "H", "H", "H", "H", "H", "H", "H", "H", "H", "H", "H", "H"],
  "coordinates": [[4.399, 0.163, 2.325], [2.905, -0.029, 2.975], [2.417, -1.555, 2.630], [1.012, -1.616, 1.725], [1.298, -1.858, 0.264], [0.255, -2.708, -0.422], [-0.852, -1.881, -1.306], [-1.786, -0.849, -0.438], [-3.410, -1.240, -0.475], [-4.239, -0.120, 0.858], [-5.272, 0.849, -0.425], [-4.604, 2.191, -0.757], [-4.682, 3.126, 0.434], [1.663, -0.615, -0.502], [1.391, 1.000, -0.065], [2.496, -0.890, -2.200], [4.176, -0.066, -2.116], [4.329, 1.287, -3.030], [3.172, 2.425, -2.784], [4.911, -0.863, 1.996], [4.298, 0.809, 1.354], [5.156, 0.626, 3.124], [2.136, 0.815, 2.720], [3.052, 0.015, 4.159], [3.219, -2.231, 2.110], [2.133, -2.074, 3.665], [0.281, -0.732, 1.957], [0.460, -2.598, 2.121], [-0.332, -3.443, 0.274], [0.846, -3.398, -1.196], [-1.589, -2.703, -1.760], [-0.366, -1.363, -2.264], [-1.515, -0.788, 0.709], [-1.713, 0.210, -0.955], [-3.884, -1.124, -1.539], [-3.535, -2.372, -0.130], [-3.103, 0.796, 0.690], [-4.745, 0.744, 1.933], [-5.302, -1.080, 1.036], [-3.422, -0.799, 1.870], [-5.582, 0.242, -1.379], [-6.294, 1.147, 0.115], [-3.611, 2.059, -1.057], [-3.621, 3.129, 0.950], [-4.947, 4.245, 0.149], [-5.452, 2.800, 1.261], [4.416, 0.113, -0.981], [4.962, -0.854, -2.509], [5.369, 1.787, -2.750], [4.404, 1.014, -4.189], [2.085, 2.050, -3.025], [3.423, 3.362, -3.475], [3.195, 2.845, -1.675]],
  "atomic_forces_ev_per_a": [[0.4, 0.2, 0.0], [1.4, -1.1, 1.2], [-1.9, 0.1, 0.4], [0.0, -1.2, 1.7], [-0.7, 2.7, -0.3], [-0.4, -1.0, -2.7], [-0.7, -0.7, -0.2], [-1.1, 0.0, -1.1], [1.8, -1.5, -0.6], [0.4, 0.0, 0.0], [-1.7, 1.3, -0.2], [-1.0, -0.1, 0.6], [1.0, 0.5, 0.8], [-0.3, 0.0, 0.6], [0.6, -2.8, -0.1], [-0.1, -0.2, 1.2], [1.2, 0.4, 0.3], [0.2, 0.5, 0.1], [0.4, 0.7, -0.1], [-1.4, 2.1, 0.8], [0.5, -1.0, 1.9], [-1.7, -0.6, -2.0], [1.6, -1.8, 0.1], [-0.4, -0.1, -2.5], [-1.4, 1.5, 0.9], [0.6, 1.0, -2.2], [1.6, -1.4, -0.6], [1.1, 2.1, -1.1], [1.4, 1.7, -0.8], [-1.2, 1.3, 1.6], [1.7, 1.6, 1.0], [-0.8, -1.0, 2.2], [-0.3, 0.0, -2.4], [0.1, -2.0, 1.4], [1.1, -0.2, 1.7], [0.3, 2.1, -0.7], [0.0, 0.5, 0.0], [-0.3, 0.0, 0.1], [-0.6, -0.3, 0.0], [0.2, -0.4, 0.2], [0.7, 1.2, 1.5], [2.0, -0.6, -1.2], [-1.2, 0.0, 0.8], [-2.1, 0.2, -0.7], [0.5, -2.2, 0.2], [1.5, 0.4, -1.9], [-0.5, -0.1, -2.3], [-1.7, 1.5, 0.8], [-2.1, -1.1, -0.5], [-0.4, 0.4, 2.6], [2.3, 0.6, 0.5], [-0.6, -2.1, 1.3], [-0.1, -1.2, -2.3]],
  "lowdin_charge": [-0.16, -0.27, -0.19, -0.22, -0.20, -0.21, -0.22, -0.29, -0.41, 0.27, -0.44, -0.22, -0.23, -0.90, 0.65, 0.74, -0.50, -0.31, -0.19, 0.08, 0.05, 0.08, 0.08, 0.10, 0.11, 0.11, 0.11, 0.13, 0.13, 0.12, 0.11, 0.09, 0.07, 0.09, 0.06, 0.07, -0.05, -0.07, -0.06, -0.07, 0.06, 0.08, 0.07, 0.07, 0.06, 0.07, 0.07, 0.08, 0.11, 0.11, 0.07, 0.08, 0.06]
}



3.
{
  "formula": "C14H35AsF7LiN2O14",
  "method": "ωB97M-V/def2-TZVPD",
  "orbital_gap_ev": [8.84, 5.29],
  "charge": 1,
  "multiplicity": 2,
  "energy_ev": -126791.660,
  "lumo_ha": [-0.12724, -0.25790],
  "symbols": ["Li", "N", "H", "H", "H", "H", "N", "H", "H", "H", "H", "C", "O", "H", "H", "H", "C", "O", "H", "H", "H", "As", "F", "F", "F", "F", "F", "F", "C", "C", "O", "C", "O", "O", "F", "H", "H", "H", "C", "O", "C", "O", "O", "C", "H", "H", "H", "H", "H", "H", "C", "O", "C", "O", "O", "C", "H", "H", "H", "H", "H", "H", "C", "O", "C", "O", "O", "C", "H", "H", "H", "H", "H", "H"],
  "coordinates": [[0.973, -3.120, -2.245], [-0.355, -0.302, -0.890], [-1.028, 0.403, -1.157], [0.442, -0.382, -1.505], [-0.679, -1.258, -0.863], [-0.013, -0.067, 0.031], [-0.795, -4.497, 1.264], [-1.580, -4.115, 1.772], [-0.692, -3.954, 0.419], [-1.048, -5.459, 1.089], [0.057, -4.370, 1.791], [-1.830, -3.238, -2.117], [-0.799, -3.062, -1.116], [-2.583, -2.450, -2.080], [-1.507, -3.285, -3.157], [-2.373, -4.172, -1.975], [2.917, -0.899, -3.109], [1.679, -1.303, -2.723], [3.580, -1.759, -3.015], [2.946, -0.389, -4.071], [3.291, -0.157, -2.403], [-0.746, -0.860, 3.255], [-1.662, -1.241, 4.783], [-1.568, 0.786, 3.111], [0.183, -0.436, 1.748], [-0.003, -2.454, 3.350], [-2.082, -1.644, 2.276], [0.596, -0.081, 4.280], [-1.828, 4.970, -2.751], [-1.043, 5.684, -1.766], [-0.325, 4.630, -1.136], [-0.943, 3.476, -1.343], [-0.608, 2.423, -0.889], [-1.962, 3.706, -2.214], [-1.813, 6.288, -0.869], [-1.314, 4.873, -3.707], [-2.735, 5.484, -3.071], [-0.330, 6.382, -2.204], [2.753, -1.998, 0.597], [3.472, -2.621, 1.595], [2.995, -3.821, 2.088], [1.974, -4.480, 1.767], [3.812, -4.049, 3.115], [3.626, -5.207, 3.794], [1.724, -1.781, 0.887], [2.769, -2.613, -0.302], [3.284, -1.080, 0.346], [2.605, -5.113, 4.165], [4.376, -5.373, 4.567], [3.551, -5.979, 3.028], [-5.235, -0.030, -1.952], [-5.258, 1.012, -1.064], [-4.171, 1.414, -0.429], [-3.086, 0.731, -0.419], [-4.526, 2.547, 0.194], [-3.455, 3.191, 1.007], [-5.915, 0.192, -2.775], [-5.613, -0.921, -1.451], [-4.301, -0.057, -2.513], [-2.843, 3.733, 0.287], [-2.779, 2.550, 1.573], [-3.930, 3.795, 1.780], [3.760, 2.508, -1.827], [2.643, 2.260, -1.019], [2.618, 2.769, 0.258], [3.546, 3.360, 0.757], [1.582, 2.284, 0.903], [1.345, 2.571, 2.316], [3.621, 2.207, -2.865], [4.663, 2.124, -1.352], [3.937, 3.579, -1.933], [0.315, 2.425, 2.642], [1.539, 3.605, 2.601], [2.184, 2.113, 2.839]],
  "atomic_forces_ev_per_a": [[-1.2, 0.1, 0.8], [0.9, 0.1, 0.0], [-0.5, 0.4, -0.2], [0.1, 0.8, -0.4], [-1.1, -1.4, 0.2], [0.0, 0.3, 0.8], [-0.9, -0.3, 1.0], [-0.2, 0.7, 0.4], [-0.3, 0.7, -1.9], [0.5, -0.3, -0.2], [0.6, -0.3, 0.6], [0.2, -0.1, 1.1], [0.8, -0.1, -1.6], [0.0, 0.3, 0.1], [0.6, 0.1, -0.3], [-0.1, -0.2, 0.2], [0.6, -1.4, 0.5], [-0.5, 0.2, -0.3], [0.5, 0.2, -0.5], [-0.3, 0.1, -0.2], [-0.1, 0.6, 0.4], [-1.5, 1.8, 2.4], [1.2, 0.6, -2.2], [1.1, -2.4, 0.1], [-0.6, -0.7, 1.2], [0.1, 0.7, -0.5], [1.7, 0.9, 0.7], [-2.0, -1.4, -1.9], [-0.6, 0.4, -2.8], [1.9, 0.5, 0.0], [0.8, 1.0, 0.7], [-0.2, -0.6, -0.6], [-0.6, 0.6, -0.5], [-0.9, -2.3, 0.7], [-0.6, 0.6, 1.0], [0.6, 0.0, 0.0], [-0.5, -0.4, 0.8], [0.0, 0.1, 0.4], [-0.6, 0.5, -1.2], [-0.4, -2.3, 1.0], [-0.9, 0.9, 0.7], [3.1, 2.0, 0.3], [0.5, 2.4, -2.4], [-2.0, -2.2, 0.4], [0.1, 0.0, 0.1], [-0.2, -0.2, -0.3], [-0.1, 0.1, 0.2], [0.1, -0.6, 0.9], [-0.1, 0.2, -0.3], [0.5, -0.7, 0.5], [-0.2, -0.9, -1.8], [-0.4, 1.9, 0.8], [2.4, -2.4, 0.3], [-3.5, 3.1, 0.1], [2.2, -0.6, 0.9], [-0.1, -0.2, -0.4], [-0.6, 0.2, 0.3], [0.7, -0.3, -0.3], [0.4, -0.7, 0.7], [-0.3, 0.4, 0.4], [-0.4, -0.8, -0.5], [-0.3, 0.3, -0.7], [1.1, 1.6, 0.3], [-1.7, -0.3, 0.4], [1.8, -0.8, 0.9], [-0.6, 0.3, -0.7], [-1.5, 0.0, -0.4], [1.8, 1.3, 0.2], [-0.4, -0.7, 0.3], [0.1, -0.3, -0.3], [0.0, 0.2, 0.3], [0.3, -1.1, -0.5], [0.0, 0.5, -0.9], [-0.8, -0.8, 0.4]],
  "lowdin_charge": [0.75, 0.31, 0.08, 0.08, 0.05, 0.08, 0.31, 0.13, 0.05, 0.15, 0.07, -0.24, -0.51, 0.06, 0.05, 0.06, -0.13, -0.11, 0.10, 0.13, 0.10, 1.00, -0.29, -0.30, -0.30, -0.27, -0.31, -0.30, -0.11, -0.33, 0.16, -0.54, 0.15, 0.09, 0.12, 0.15, 0.16, 0.18, -0.08, 0.02, -0.46, 0.06, 0.02, -0.06, 0.08, 0.08, 0.11, 0.11, 0.12, 0.10, -0.07, 0.01, -0.51, 0.03, 0.03, 0.03, 0.10, 0.11, 0.09, 0.07, 0.08, 0.10, -0.08, -0.05, -0.59, 0.14, -0.02, 0.00, 0.09, 0.10, 0.10, 0.08, 0.09, 0.10]
}